Density functional theory data (ωB97M-V with the def2-TZVPD basis set) for a structure of composition C29H40KNO2S3.

```
76
Properties=species:S:1:pos:R:3
K 0.01777 0.32423 -0.63980
C -3.82647 -2.78759 6.09870
C -2.46987 -2.16733 5.77476
C -1.38183 -3.14371 6.24106
C -2.34050 -0.86619 6.57980
C -2.30353 -1.87272 4.28511
C -1.11405 -1.30645 3.84064
C -0.88081 -0.98487 2.49965
N 0.22676 -0.39200 1.97035
C 1.26452 0.22815 2.55934
C 1.39817 0.59386 3.91504
C 2.48288 1.30004 4.39662
C 3.46742 1.69093 3.48445
C 3.40629 1.43551 2.12419
C 2.33556 0.63312 1.61097
O 2.27332 0.26298 0.40686
C 4.55433 1.91819 1.22619
C 5.67427 0.87003 1.26380
C 5.12543 3.26190 1.70682
C 4.15150 2.14562 -0.23443
C 2.62030 1.69402 5.86798
C 2.67249 3.22546 5.98651
C 3.90952 1.10730 6.45368
C 1.45195 1.20073 6.71842
C -1.88848 -1.36311 1.49234
O -1.64423 -1.21006 0.25682
C -3.12591 -1.89910 1.97830
C -3.29185 -2.12545 3.33925
C -4.24848 -2.23418 0.99351
C -5.49778 -2.75691 1.70554
C -3.78442 -3.32866 0.02133
C -4.66953 -0.98170 0.21351
H -3.90036 -2.99079 7.17000
H -3.97710 -3.72808 5.56653
H -4.64887 -2.12484 5.82612
H -1.48360 -3.35839 7.30806
H -0.38744 -2.73548 6.07112
H -1.44398 -4.08302 5.69086
H -2.44248 -1.05190 7.65260
H -3.10603 -0.15085 6.27809
H -1.37336 -0.39536 6.41072
H -0.32300 -1.14989 4.55352
H 0.59937 0.35021 4.59158
H 4.31953 2.23829 3.86154
H 6.03377 0.73301 2.28586
H 6.51841 1.16926 0.63552
H 5.30436 -0.09116 0.90835
H 5.57756 3.21413 2.69694
H 4.34986 4.02785 1.73339
H 5.90602 3.58971 1.01672
H 3.85738 1.23145 -0.73044
H 5.00231 2.59932 -0.75222
H 3.30906 2.83298 -0.31469
H 3.50821 3.63632 5.42266
H 2.77571 3.53993 7.02914
H 1.76237 3.66753 5.58034
H 4.78601 1.45052 5.90524
H 3.89678 0.01791 6.39721
H 4.02805 1.39818 7.49979
H 0.49950 1.60742 6.37934
H 1.59438 1.50669 7.75853
H 1.36466 0.11346 6.69888
H -4.23867 -2.54086 3.66427
H -5.30618 -3.67727 2.26168
H -6.27071 -2.97064 0.96436
H -5.89988 -2.02019 2.40402
H -3.53652 -4.23914 0.57442
H -2.90380 -3.00377 -0.52078
H -4.57929 -3.56886 -0.69191
H -5.06178 -0.22709 0.89939
H -5.46543 -1.23435 -0.49218
H -3.83680 -0.55619 -0.33303
S -2.48536 3.61965 -4.39784
C -1.65670 2.59916 -3.32136
S -0.77790 1.31557 -3.93495
S -1.81355 2.98936 -1.70130
```

HOMO (spin up / spin down)	-1.2 / -0.6	eV
energy above the lowest of the compared OMol25 structures with the same formula, charge and spin	47.43	kJ/mol
LUMO (spin up / spin down)	4.1 / 3.3	eV
molar mass	569.9	g/mol
net charge	-2